{
  "formula": "C61H166N10O24",
  "method": "ωB97M-V with the def2-TZVPD basis set",
  "e_homo_ha": -0.3184,
  "gap_ev": 9.213,
  "de_lowest_kj_mol": 382.53,
  "molar_mass_g_mol": 1424.045,
  "symbols": ["H", "O", "C", "H", "C", "H", "H", "H", "H", "C", "H", "H", "H", "H", "O", "H", "H", "C", "C", "H", "H", "H", "H", "H", "H", "H", "O", "H", "H", "H", "H", "C", "C", "C", "C", "C", "C", "H", "C", "H", "H", "H", "H", "H", "C", "H", "H", "H", "H", "O", "H", "H", "H", "H", "C", "C", "H", "H", "N", "H", "H", "O", "H", "N", "C", "H", "H", "H", "H", "H", "C", "H", "H", "C", "C", "H", "H", "H", "O", "H", "H", "C", "H", "H", "C", "C", "H", "H", "C", "C", "H", "H", "H", "H", "H", "C", "C", "H", "N", "H", "H", "H", "H", "O", "C", "O", "H", "H", "O", "H", "H", "H", "O", "H", "H", "C", "H", "O", "H", "H", "H", "C", "H", "H", "H", "N", "H", "C", "H", "C", "C", "H", "C", "H", "H", "H", "O", "H", "H", "H", "H", "H", "H", "C", "O", "H", "C", "C", "H", "O", "O", "H", "C", "H", "H", "H", "N", "H", "H", "C", "H", "C", "H", "C", "H", "H", "O", "H", "C", "O", "H", "H", "H", "N", "H", "H", "C", "O", "H", "C", "C", "H", "H", "O", "H", "H", "H", "H", "H", "H", "H", "C", "H", "N", "O", "C", "H", "C", "H", "H", "H", "H", "H", "H", "H", "H", "H", "N", "H", "H", "H", "H", "C", "C", "N", "H", "H", "H", "H", "H", "H", "C", "C", "O", "C", "H", "C", "C", "O", "H", "H", "H", "C", "H", "H", "O", "H", "C", "C", "C", "H", "C", "H", "H", "H", "H", "C", "H", "H", "C", "N", "H", "H", "H", "H", "H", "O", "H", "H", "H", "H"],
  "coordinates": [[0.04581, 20.85690, 21.01711], [11.68889, 24.36295, 2.10542], [12.18580, 29.28061, 12.55354], [6.91630, 24.50794, 12.46064], [12.47784, 29.65379, 11.08915], [9.26911, 26.54513, 9.16056], [3.87540, 22.56134, 11.20533], [6.42602, 23.72001, 10.49466], [7.26474, 24.29612, 9.07816], [11.17069, 25.38295, 6.86201], [0.54921, 19.75400, 13.43596], [3.81113, 17.71751, 14.88300], [11.14970, 25.63305, 4.22562], [8.42910, 14.82120, 14.51312], [9.43463, 20.08469, 16.98039], [3.41329, 24.04361, 9.31986], [11.84012, 26.22745, 7.02557], [7.40306, 24.70288, 19.69799], [12.35259, 25.48293, 1.58436], [7.60118, 19.42608, 16.32656], [11.54939, 23.06035, 3.66212], [4.66385, 27.16604, 9.76617], [3.89607, 24.92343, 15.01826], [6.19050, 22.86661, 14.00113], [2.53830, 26.55242, 13.12260], [11.27285, 20.25711, 15.98099], [2.90214, 26.81329, 8.84303], [13.15456, 23.62343, 3.25244], [1.82471, 22.20391, 9.96631], [8.47115, 16.49828, 10.65901], [-1.10095, 24.59294, 10.35481], [7.41871, 25.11251, 13.21575], [8.52081, 15.46723, 8.36793], [12.11987, 23.94364, 3.37496], [0.62742, 26.93234, 9.61483], [3.19669, 17.04460, 10.12433], [10.71967, 29.59280, 12.82255], [10.55487, 30.66945, 12.86452], [3.07378, 23.55331, 8.40748], [1.14598, 23.79933, 14.22256], [13.72159, 19.85853, 7.60559], [1.99935, 23.67446, 8.26960], [1.98742, 28.59667, 9.19023], [7.39765, 16.90986, 15.14544], [3.62238, 21.55697, 10.86575], [1.98407, 23.87769, 18.95863], [6.17298, 21.56858, 12.31769], [5.59044, 22.96416, 19.52824], [0.94180, 15.11892, 7.28251], [9.01370, 22.71478, 11.91682], [4.60776, 23.39172, 17.30321], [9.46259, 15.91549, 8.68447], [4.24226, 22.34348, 14.51410], [9.06807, 20.92170, 8.35171], [9.60208, 20.06941, 6.58872], [13.02745, 20.39652, 8.25123], [8.42208, 19.52448, 9.29094], [-0.89724, 21.41069, 18.69950], [4.85136, 23.29887, 16.32743], [9.14303, 18.77628, 10.85567], [2.31005, 19.64058, 13.24540], [3.31056, 22.23097, 8.55575], [10.16797, 25.75489, 11.08373], [7.14269, 20.79468, 18.57769], [11.98649, 25.01320, 4.54754], [6.65715, 16.36208, 13.00337], [8.37992, 25.17244, 19.81353], [6.88042, 25.13017, 18.84220], [7.75665, 21.56588, 18.35768], [3.65731, 19.33998, 22.30984], [7.41956, 14.97489, 11.77609], [2.06191, 18.38174, 9.28888], [6.44964, 14.47761, 11.78387], [0.16872, 16.84947, 16.08365], [1.40858, 19.08748, 13.50908], [1.34748, 19.00659, 14.59436], [5.55144, 20.63449, 16.13111], [9.64853, 21.40769, 13.27334], [8.82090, 27.39407, 9.16350], [3.45897, 21.11952, 22.18314], [1.30860, 25.66901, 11.18541], [11.02558, 24.56376, 8.15462], [4.12909, 17.36759, 9.66130], [10.50311, 23.61038, 8.07586], [1.44542, 16.00957, 6.90672], [7.78922, 19.40565, 18.48742], [2.11086, 15.65612, 6.11910], [6.84298, 14.87082, 18.44976], [-0.51137, 25.23378, 11.01043], [6.76508, 21.05372, 19.95295], [5.90045, 15.94916, 15.29174], [3.04971, 21.20204, 11.72259], [6.89645, 24.90855, 20.64094], [1.52735, 21.84096, 20.69761], [10.06278, 29.03078, 12.15866], [6.80903, 23.40635, 14.71822], [6.68449, 22.28634, 7.54037], [8.97014, 24.68128, 10.45602], [8.87899, 21.06294, 7.36968], [7.01013, 23.19151, 7.02782], [3.78448, 18.25569, 16.55596], [5.78276, 20.60348, 20.09584], [11.87856, 26.45060, 1.74868], [10.54353, 29.09461, 14.18974], [3.33160, 25.82745, 13.30476], [7.32800, 15.28470, 16.52485], [9.39832, 20.19408, 5.52522], [7.00378, 20.13481, 7.46464], [6.74239, 22.35007, 8.96119], [8.46269, 24.79912, 13.21774], [1.49820, 15.82818, 9.56262], [4.25036, 26.41068, 13.24283], [6.84230, 24.81980, 14.47147], [8.51448, 27.91627, 11.11889], [10.42714, 22.95098, 13.32682], [8.73531, 19.63892, 10.32867], [7.12056, 28.11686, 10.11870], [1.17090, 17.95548, 12.78122], [5.25439, 18.53796, 15.42983], [5.60980, 24.17262, 9.03348], [7.29732, 20.93283, 5.95937], [2.80094, 24.45395, 19.39310], [3.27212, 25.06611, 12.52698], [7.86224, 23.12751, 14.68512], [7.85091, 16.16594, 7.86680], [2.46243, 18.28428, 10.21094], [7.53771, 26.15577, 12.92327], [5.61781, 20.71148, 11.93656], [4.22482, 15.70820, 11.46385], [7.44603, 21.03340, 7.03448], [7.99585, 27.48359, 10.26338], [2.44660, 27.68088, 10.67180], [8.35603, 19.20675, 17.08167], [-0.76622, 19.14564, 19.65222], [12.90852, 25.59442, 4.53644], [9.68650, 26.22371, 16.18868], [7.63533, 26.29749, 16.49774], [1.87964, 19.93180, 18.77206], [9.32462, 19.09385, 6.98796], [8.42730, 22.02241, 11.60320], [8.60339, 28.31011, 13.91986], [7.15969, 19.27689, 12.66047], [3.68752, 23.92653, 7.58765], [7.40872, 15.07008, 14.22157], [7.52948, 23.26967, 19.66516], [11.87985, 28.98075, 10.47472], [6.40461, 22.58453, 20.14558], [10.06873, 22.18673, 12.63723], [2.93992, 15.12158, 9.04894], [3.17007, 25.44707, 14.67139], [7.89174, 14.82971, 9.51264], [12.37669, 25.35571, 0.50207], [6.47325, 23.62412, 9.40991], [12.52569, 27.54674, 13.57847], [0.33611, 26.84118, 8.56844], [13.07600, 21.46047, 8.01944], [4.89039, 20.78436, 10.68799], [0.56959, 21.93650, 17.98867], [9.70941, 20.12649, 10.29017], [3.50682, 16.52157, 11.56867], [0.13390, 22.43739, 13.75954], [6.67937, 15.67525, 17.73266], [5.65031, 22.14577, 7.22600], [1.03740, 22.98962, 13.50098], [3.15381, 23.93733, 20.28567], [6.58536, 22.24317, 16.32382], [3.78999, 19.79088, 15.23906], [8.65385, 19.49731, 19.14478], [10.02488, 24.94281, 10.37088], [11.72558, 19.88779, 7.92569], [10.57893, 18.71013, 16.06054], [9.10424, 28.79395, 15.60206], [6.68729, 14.25882, 14.12409], [0.18059, 18.92753, 19.37638], [6.52726, 18.88899, 11.12259], [3.23516, 18.93330, 10.25302], [2.00442, 27.62169, 9.67727], [7.80597, 20.43109, 11.10682], [10.89017, 21.74443, 12.07357], [4.27933, 27.13302, 8.74678], [10.30643, 19.75643, 15.92230], [-1.07566, 24.01305, 12.64598], [-0.03349, 25.38316, 13.01002], [0.66146, 16.97313, 17.39803], [13.47703, 20.10198, 9.19950], [12.24007, 30.70275, 10.91234], [5.59467, 15.58507, 17.67467], [1.75611, 18.00339, 12.02173], [10.20726, 25.75891, 6.51764], [11.50322, 19.72702, 5.87007], [11.30494, 21.43862, 6.50349], [7.61313, 15.83113, 10.57648], [1.01623, 16.98693, 15.41212], [7.45806, 15.74866, 12.95486], [1.79135, 19.94302, 21.51416], [-0.19715, 24.56387, 12.30995], [8.63575, 29.94070, 14.33097], [6.75024, 19.74186, 11.76367], [2.39677, 20.69525, 9.27162], [12.78513, 29.68577, 13.36885], [13.42862, 25.58317, 1.72656], [2.33054, 25.42815, 19.52636], [-0.05072, 27.70390, 9.97941], [0.32991, 17.75002, 17.85425], [7.44809, 20.78282, 20.75806], [5.52991, 21.30794, 10.10750], [8.59064, 18.14254, 17.05888], [0.71865, 25.62614, 10.36673], [-0.23042, 20.36028, 17.50345], [9.94111, 19.70654, 14.89656], [11.95312, 24.36904, 8.69300], [6.88059, 23.91339, 16.80627], [0.93518, 20.13984, 19.27486], [4.15198, 22.21599, 15.59285], [12.63912, 27.88883, 12.63497], [3.83511, 17.31398, 12.24130], [3.61774, 25.42379, 17.94670], [8.11590, 14.14724, 11.64122], [-0.28842, 15.85999, 16.07753], [7.16338, 18.58180, 18.83048], [8.85538, 14.66373, 7.71175], [8.90406, 25.76062, 16.78987], [1.08340, 20.84557, 20.68337], [0.90864, 23.69381, 12.19582], [4.17395, 18.48691, 15.56453], [0.62160, 18.38232, 20.10327], [2.71593, 21.67368, 9.63064], [6.29714, 23.27815, 16.13981], [10.37239, 25.47308, 9.14630], [4.47351, 28.12889, 8.34848], [7.64505, 26.51335, 10.61508], [6.12218, 22.93386, 21.13870], [0.04987, 21.03478, 18.31251], [9.02248, 25.97970, 17.85104], [7.00418, 16.62011, 18.16836], [3.84379, 24.67851, 18.50800], [3.08341, 22.35289, 15.75869], [2.45946, 16.09704, 9.12468], [3.20826, 20.15484, 21.74198], [6.98807, 15.92250, 15.35862], [13.61870, 27.80786, 12.40267], [9.16680, 29.01109, 14.53574], [-0.55819, 17.60256, 15.77944], [13.53780, 29.45055, 10.93660], [2.59602, 15.98224, 11.82879], [4.13711, 20.75731, 17.12753], [11.16580, 20.37224, 6.68121], [1.90384, 22.34397, 13.35773], [7.16298, 25.87210, 15.77835], [4.47066, 20.76988, 16.08990], [11.73249, 24.48291, 5.85225], [-1.11371, 26.08370, 11.33124], [3.79620, 20.11765, 20.82489], [5.02935, 20.28834, 12.75066], [8.74583, 24.69675, 16.61313], [11.23807, 23.61418, 5.99707], [2.26640, 16.69957, 7.85457], [6.70898, 16.42321, 10.43482], [0.65232, 16.63496, 6.49688], [10.56480, 24.00798, 10.52145], [4.95572, 26.46677, 8.21132]],
  "atomic_forces_ev_per_a": [[0.054, 0.364, 0.498], [-0.299, 0.367, 0.446], [0.722, -0.184, -0.953], [-0.052, 0.308, -0.327], [0.390, 0.402, 1.255], [0.452, -0.153, -0.474], [0.081, 0.609, -0.145], [0.091, -0.627, 0.080], [0.548, 0.156, 0.119], [0.510, -0.919, -0.158], [-0.179, 0.685, -0.795], [-0.455, 0.414, -0.323], [-0.128, 0.493, -0.130], [-0.009, -1.074, -0.288], [0.579, 0.496, -0.854], [-0.349, 0.743, 0.068], [-0.048, 0.040, 0.110], [0.004, -0.778, 1.031], [0.359, 0.241, -1.698], [-0.159, -0.050, -0.223], [-0.237, 0.005, -0.232], [0.385, 0.006, 0.309], [0.540, -0.344, -0.033], [0.150, 0.079, -0.183], [-0.199, -0.072, -0.109], [-0.464, 0.653, 0.099], [-0.290, -0.721, -0.637], [0.290, -0.036, 0.366], [-0.231, 0.274, -0.082], [0.071, -0.039, 0.202], [-0.154, -0.029, -0.066], [1.018, -0.697, -0.260], [0.038, -1.176, 1.009], [0.442, 0.220, 1.330], [1.853, -0.089, 1.009], [0.953, -0.366, -0.546], [1.114, -1.818, 2.381], [-0.136, 0.043, -0.517], [-0.031, 1.600, 0.346], [0.556, -0.344, 0.403], [0.317, 0.325, -0.658], [-0.037, 0.788, -0.169], [-0.270, 0.346, 0.338], [0.217, 0.484, 0.727], [0.697, 0.458, -0.170], [0.052, -0.578, -0.216], [-0.591, 0.953, -0.099], [-0.647, -0.762, -0.348], [0.104, -0.023, 0.547], [-0.225, 1.224, -0.759], [-0.187, -0.127, -0.096], [-0.088, 0.593, 0.109], [0.443, -0.171, -0.038], [-0.269, 0.196, -0.104], [1.827, 1.490, 1.465], [0.218, -0.748, -1.830], [-0.417, -0.708, 0.365], [-0.014, -0.292, 0.716], [0.021, 0.276, -1.635], [-1.140, -0.824, -0.051], [0.097, -0.142, 0.004], [1.848, -1.528, -1.812], [0.555, -0.406, 0.507], [-0.282, -1.575, 0.750], [-0.459, -0.783, -1.701], [-0.198, 0.354, -0.726], [0.141, -0.355, -0.319], [-0.150, -0.161, -0.032], [0.762, -0.435, -0.546], [-0.709, 0.027, 0.423], [-0.766, -1.046, -0.115], [-0.377, 0.566, -0.142], [-0.434, -0.333, -0.768], [0.332, -0.071, 0.295], [-1.095, 2.020, 1.093], [0.823, -0.988, 0.214], [0.069, -0.520, -0.262], [0.341, -0.402, 0.282], [-0.795, 1.190, -0.703], [-0.398, 0.079, 0.369], [1.105, 0.719, -0.517], [-0.379, 1.932, 1.928], [0.578, -0.813, -0.272], [-0.479, 0.081, -0.335], [0.537, -0.427, 0.181], [0.474, 2.935, -0.484], [-0.138, 0.116, -0.265], [0.755, 0.088, 0.063], [-0.651, -0.381, -0.612], [-2.495, 2.050, 0.274], [-0.462, 0.678, 0.169], [-0.045, -0.685, -0.168], [-0.410, 0.520, -0.067], [-0.004, 0.086, -0.238], [-0.130, 0.247, -0.209], [0.110, 2.074, 1.007], [-0.208, -1.602, -0.625], [-0.144, -0.183, -0.358], [-0.383, 0.788, -1.415], [0.569, 0.196, 0.365], [0.544, -0.362, 0.298], [0.124, -0.683, 0.483], [-0.183, -0.087, 0.531], [-0.963, 0.206, -0.816], [0.260, 1.052, 0.942], [0.767, -0.080, 1.608], [-0.391, -0.203, 0.069], [-0.507, -0.168, 0.195], [-0.039, -0.533, -0.738], [0.187, -0.475, -0.002], [-0.485, 0.297, 0.160], [0.288, -0.163, -0.467], [-0.823, 0.579, -0.983], [0.216, 0.182, 0.306], [0.323, 0.109, -0.175], [0.570, 0.876, 1.023], [-0.045, 0.041, -0.452], [0.010, -1.345, 0.226], [0.410, -0.909, 0.774], [-0.709, -0.808, -0.302], [0.238, 0.263, -0.071], [-1.319, 0.609, -0.149], [0.091, -0.456, 0.314], [-0.023, -0.772, -0.105], [0.082, 0.047, -0.034], [-0.274, 0.233, 0.260], [-1.039, 0.248, 0.547], [0.606, -1.974, 0.627], [0.535, 0.188, 0.245], [0.249, 0.755, 1.325], [-0.347, 0.056, 1.090], [-0.262, 0.101, 0.291], [-1.089, -0.144, 1.426], [-0.173, -0.111, 0.202], [-0.084, 0.281, 0.234], [0.214, -0.241, -0.038], [-0.588, 1.868, 0.819], [0.183, 0.092, 0.209], [0.438, -0.644, -0.561], [-0.053, -0.650, -0.189], [0.237, -0.683, 0.106], [-0.150, 0.319, 0.636], [-0.332, 0.102, -0.189], [1.076, -1.036, -0.469], [1.288, 1.133, -0.206], [0.041, 0.163, -0.122], [0.580, -0.310, -1.360], [-0.476, -0.670, 1.309], [0.632, -0.002, -0.223], [-0.860, -0.155, -0.455], [-0.167, 2.281, -0.213], [-0.562, -0.057, -0.239], [0.545, 2.277, 0.320], [-0.062, -0.111, 0.113], [0.217, -0.650, -0.028], [0.179, 0.099, 0.403], [-1.171, 0.630, 0.733], [0.190, -0.203, -0.378], [-0.175, 1.109, -0.190], [-0.708, -1.437, -2.438], [-0.037, -0.244, -0.319], [-0.290, -1.185, -0.053], [-0.359, 0.037, 0.143], [0.109, 1.318, -1.735], [0.011, 0.406, 0.096], [0.656, -0.157, 0.730], [0.001, 2.062, 0.410], [0.248, -0.671, 0.193], [-0.297, -0.682, 0.696], [-0.612, 0.734, 0.511], [0.232, -0.442, 0.167], [-0.139, -0.219, -0.202], [0.431, -0.822, 0.409], [0.390, -0.707, 0.355], [-0.723, -0.076, -0.105], [-0.323, 0.995, 0.123], [1.262, -1.158, -2.008], [1.295, -0.147, -0.842], [0.117, 0.199, -0.367], [-0.213, 1.213, 1.673], [0.864, -1.752, 0.273], [-0.191, -0.077, 0.171], [0.498, -0.080, 0.610], [0.338, -0.031, 0.298], [-1.235, 0.302, 0.623], [0.112, -0.042, -0.323], [-0.307, 0.734, -0.593], [-0.246, 0.029, -0.797], [-0.321, 0.227, 0.288], [0.955, 0.364, -0.219], [0.284, -0.042, 0.100], [0.301, -1.544, -1.410], [-0.159, -0.575, -0.386], [0.732, 2.071, 1.665], [1.212, -0.142, 1.222], [-0.227, -0.413, -0.215], [0.154, 0.545, 0.220], [1.155, -1.266, -0.856], [-0.093, -0.268, 0.459], [-0.115, 1.661, -0.448], [0.176, -0.348, 1.113], [-0.090, -0.029, 1.186], [-0.517, -0.271, 0.801], [-0.159, 0.415, 0.351], [0.363, -0.282, -0.133], [-0.264, 0.056, -0.910], [0.699, -0.165, -0.566], [-0.784, 1.467, -0.632], [0.233, 0.394, -0.424], [-0.664, 0.922, -0.038], [0.516, -0.213, -0.715], [-0.539, 0.106, 0.056], [-1.527, 2.902, -0.524], [-0.506, -0.185, 1.047], [-1.479, -1.234, 0.114], [-0.214, -0.166, -0.038], [0.123, -0.065, -0.224], [0.542, 0.225, 0.911], [0.026, -0.009, -0.848], [-0.426, 0.458, -0.139], [-0.498, -0.024, -0.210], [-1.544, -0.114, -0.175], [0.457, -1.610, -1.372], [-0.534, -0.898, 1.608], [0.529, 0.238, 0.009], [-0.244, -0.507, 0.222], [-0.475, -1.818, 1.810], [0.256, -2.371, -0.437], [0.739, -0.725, -2.790], [-0.262, 0.264, -0.284], [-0.255, -0.242, -0.109], [0.355, -0.544, 0.630], [0.958, -0.336, 0.314], [0.606, -0.271, -0.122], [-0.003, 0.062, -0.330], [1.104, -0.229, -0.379], [-0.125, 0.141, 0.096], [-0.180, -0.606, 1.087], [-0.389, 0.028, -1.064], [-1.815, 0.605, -1.000], [0.012, 0.234, -0.076], [0.217, 0.452, -0.051], [-0.259, 0.085, 0.274], [-0.008, 0.258, -0.471], [-0.088, 0.460, 0.954], [-0.247, -0.515, 0.176], [-1.539, -2.123, 0.507], [-0.113, 0.075, 0.513], [0.407, -0.482, -0.439], [-0.524, 0.605, -1.131], [0.545, -0.483, 1.507], [-0.422, 0.305, -0.361], [-0.292, 0.083, -0.568], [-0.526, 0.308, 0.068], [1.221, -0.366, 0.183], [0.012, -0.176, -1.173], [-0.130, 0.360, 0.315], [-0.097, 0.142, -0.728], [0.287, 0.376, 0.090], [0.241, 0.261, 0.685], [-0.925, -0.607, -0.311]]
}